# C37H62N2O11

A cluster of 8 separate species, C37H62N2O11 in total at a distorted geometry (ωB97M-V with the def2-TZVPD basis set, OMol25).

Energy relative to the best compared isomer or geometry (same formula, charge and spin) (eV): 0.000
Structure (SMILES): COCc1c(CCCCNC(C)=O)ccc2c1C(=O)NC2=O.CC(C)=O.CC(C)=O.CC(C)=O.CC(C)=O.CC(C)=O.CC(C)=O.CC(C)=O
Electronic energy (hartree): -2384.10752
E_LUMO (eV): -0.284

CARTESIAN COORDINATES (ANGSTROEM)
1 C 5.437688 -0.878202 3.289629
2 O 4.489974 -0.144330 2.492809
3 C 4.375770 1.119698 3.150971
4 C 3.894476 2.274536 2.227868
5 C 2.889352 3.280674 2.663415
6 C 2.260097 3.148465 4.087729
7 C 1.208156 4.262276 4.470914
8 C -0.316864 3.902630 4.261819
9 C -0.642712 2.916204 3.072349
10 N -1.047336 1.570979 3.590435
11 C -2.165089 1.024861 2.875558
12 C -2.062708 -0.445849 2.317990
13 O -3.214909 1.605030 2.698105
14 C 2.493875 4.347061 1.739921
15 C 3.052559 4.489454 0.387741
16 C 4.017322 3.499470 -0.024953
17 C 4.424609 2.417841 0.885153
18 C 5.437475 1.570953 0.062822
19 O 5.875902 0.470862 0.207640
20 N 5.816195 2.360792 -1.114106
21 C 4.769670 3.332609 -1.372397
22 O 4.516736 3.886701 -2.402424
23 H 5.119970 -0.914743 4.367554
24 H 5.559197 -1.930177 2.940774
25 H 6.462695 -0.407380 3.250191
26 H 5.359468 1.439757 3.600662
27 H 3.668885 0.981340 4.018161
28 H 1.821529 2.129127 4.279194
29 H 3.111428 3.254310 4.819321
30 H 1.422499 5.259717 4.000428
31 H 1.334101 4.435529 5.577810
32 H -0.874045 4.863110 4.066263
33 H -0.790641 3.459725 5.179366
34 H 0.182447 2.782216 2.329582
35 H -1.496488 3.379244 2.504253
36 H -0.261064 0.939916 3.402143
37 H -2.361346 -0.492071 1.239541
38 H -2.788382 -1.057119 2.916065
39 H -1.044110 -0.873353 2.499408
40 H 1.728093 5.114921 2.005083
41 H 2.745628 5.323538 -0.287232
42 H 6.670080 2.912302 -0.959059
43 C 2.203619 -1.870613 -1.008000
44 C 1.838985 -2.144581 0.426003
45 C 2.820892 -2.923869 1.255599
46 O 0.795438 -1.751380 0.899837
47 H 1.405677 -1.300928 -1.481089
48 H 3.125389 -1.286513 -1.051988
49 H 2.328135 -2.810660 -1.547430
50 H 3.765996 -2.380795 1.309301
51 H 2.978088 -3.913447 0.821674
52 H 2.426365 -3.043531 2.265391
53 C -2.595196 -4.190707 5.551930
54 C -3.502274 -2.989552 5.638040
55 C -4.557026 -2.994332 6.715112
56 O -3.388096 -2.058251 4.872547
57 H -1.887778 -4.051094 4.734304
58 H -2.036988 -4.303247 6.483417
59 H -3.184208 -5.088730 5.356312
60 H -4.085329 -3.054191 7.697849
61 H -5.232539 -3.839589 6.570732
62 H -5.134183 -2.071387 6.659158
63 C 0.713862 1.925940 8.386390
64 C -0.184731 3.132651 8.480579
65 C -1.231292 3.133057 9.564670
66 O -0.069795 4.064355 7.714803
67 H 1.416414 2.062084 7.563584
68 H 1.278121 1.808568 9.313592
69 H 0.117489 1.032119 8.193687
70 H -0.752924 3.068943 10.543874
71 H -1.913062 2.292258 9.423831
72 H -1.803044 4.059552 9.514136
73 C -0.659886 -1.854772 -4.905786
74 C 0.660937 -1.218328 -4.560675
75 C 0.843157 0.235585 -4.913809
76 O 1.545561 -1.850037 -4.018779
77 H -0.650541 -2.895066 -4.596324
78 H -1.468235 -1.342544 -4.383019
79 H -0.822535 -1.811184 -5.984375
80 H 0.100827 0.841675 -4.390894
81 H 0.746334 0.373100 -5.992364
82 H 1.838436 0.559059 -4.607471
83 C 0.841082 5.460525 -5.647406
84 C 1.153937 4.015612 -5.943307
85 C 2.408643 3.442725 -5.338080
86 O 0.424418 3.342884 -6.640165
87 H -0.087909 5.738389 -6.145636
88 H 0.718251 5.601890 -4.571970
89 H 1.643813 6.099086 -6.020795
90 H 2.355047 3.495430 -4.248990
91 H 3.280253 3.992287 -5.698004
92 H 2.507215 2.398770 -5.633389
93 C -4.362305 -5.274807 -5.505619
94 C -3.022968 -4.607277 -5.355834
95 C -1.809265 -5.396770 -5.778696
96 O -2.923602 -3.480424 -4.913859
97 H -5.144427 -4.594967 -5.165007
98 H -4.539412 -5.517064 -6.557923
99 H -4.396992 -6.181851 -4.897640
100 H -1.879614 -5.645313 -6.839275
101 H -1.732860 -6.308432 -5.183295
102 H -0.912573 -4.798741 -5.618302
103 C -7.220641 -5.144020 -9.284608
104 C -5.894585 -4.519326 -8.937066
105 C -5.698687 -3.068579 -9.291028
106 O -5.018913 -5.159524 -8.393221
107 H -7.220909 -6.188605 -8.972993
108 H -8.025564 -4.622389 -8.763481
109 H -7.381176 -5.100024 -10.363357
110 H -6.436616 -2.455689 -8.770182
111 H -5.792162 -2.933099 -10.370134
112 H -4.701706 -2.752914 -8.983558

Force components x, y, z for each atom (eV/Å):
C 0.55 -0.50 0.18
O 0.94 0.41 1.23
C -0.70 0.82 0.31
C -0.70 0.94 -1.43
C 0.44 -0.39 -1.52
C 0.27 0.89 0.02
C -0.29 -0.06 0.99
C -0.05 0.16 -0.58
C -0.56 0.99 0.33
N -0.04 -0.42 -2.08
C -0.64 -1.39 -0.55
C 0.32 0.18 1.14
O 0.85 0.53 0.30
C 1.17 -0.78 -1.00
C 0.62 -1.82 1.31
C -0.70 -0.47 1.63
C -0.98 1.10 -0.40
C -0.10 0.85 0.21
O -0.03 0.45 0.35
N -0.69 0.85 -0.24
C -0.73 0.05 2.04
O 0.48 -0.16 0.19
H 0.15 0.06 -0.84
H -0.43 0.88 -0.03
H -0.99 -0.29 -0.05
H -0.72 -0.31 -0.50
H 0.58 0.34 -0.75
H 0.39 0.90 -0.43
H -0.72 -0.21 -0.68
H 0.03 -1.10 0.31
H -0.15 -0.10 -1.08
H 0.58 -0.88 0.27
H 0.71 0.41 -0.80
H -0.43 0.25 0.72
H 0.67 -0.79 0.57
H -0.42 0.17 0.39
H 0.44 0.25 1.01
H 0.62 0.58 -0.62
H -0.85 0.24 -0.51
H 0.79 -0.97 0.04
H 0.26 -0.90 0.71
H -0.02 -0.79 -0.30
C -0.29 0.16 0.14
C -0.12 0.16 -0.05
C -0.07 -0.09 0.33
O -0.04 0.04 0.07
H 0.06 -0.08 0.03
H 0.10 -0.19 -0.06
H 0.18 0.09 -0.06
H 0.04 -0.11 -0.14
H 0.16 0.08 -0.08
H 0.01 0.03 -0.07
C 0.17 0.12 -0.26
C 0.03 0.26 -0.22
C -0.12 0.30 -0.08
O -0.05 -0.20 0.23
H -0.07 0.02 0.05
H -0.13 -0.16 0.04
H 0.04 -0.05 0.20
H -0.07 -0.20 0.00
H 0.10 -0.08 0.17
H 0.06 -0.06 -0.02
C 0.16 0.11 -0.25
C 0.01 0.26 -0.21
C -0.11 0.29 -0.09
O 0.02 -0.14 0.13
H -0.07 0.01 0.05
H -0.12 -0.16 0.03
H 0.04 -0.04 0.18
H -0.07 -0.19 0.00
H 0.10 -0.08 0.16
H 0.06 -0.06 -0.02
C 0.56 -0.06 0.20
C 0.13 -0.15 0.05
C 0.35 -0.08 0.16
O -0.11 0.09 -0.13
H 0.01 0.16 0.04
H -0.07 0.01 -0.20
H -0.18 0.14 0.05
H -0.10 0.03 -0.22
H -0.21 0.14 0.06
H -0.08 -0.09 0.01
C -0.30 0.00 -0.18
C -0.16 -0.26 -0.20
C -0.09 -0.26 -0.16
O 0.09 0.13 0.11
H 0.06 -0.05 0.03
H 0.19 0.09 -0.01
H 0.05 0.02 0.21
H 0.20 0.16 -0.02
H 0.01 0.09 0.24
H -0.01 0.13 -0.02
C -0.11 0.11 0.09
C -0.20 0.33 0.19
C 0.21 0.27 0.07
O -0.23 -0.43 -0.18
H 0.08 -0.02 0.01
H 0.13 -0.17 0.45
H 0.03 -0.08 -0.13
H -0.07 -0.18 0.07
H -0.06 -0.09 -0.17
H -0.05 -0.07 -0.02
C 0.11 -0.31 0.15
C 0.21 -0.11 0.08
C 0.33 -0.02 0.14
O -0.23 0.15 -0.52
H 0.02 0.08 -0.02
H -0.04 0.08 -0.19
H -0.13 0.15 0.05
H -0.09 0.02 -0.18
H -0.19 0.08 0.05
H -0.07 -0.04 -0.01